[1]
# C33H46N6V

A molecular structure, C33H46N6V in a non-equilibrium geometry (ωB97M-V/def2-TZVPD, OMol25).

Calculated values
**HOMO level (spin up / spin down)**: -0.273 / -0.111 eV
**Total charge**: -1
**Spin multiplicity**: 3

Each line ends with the Mulliken spin population.
Cartesian coordinates (Å):
V -0.482558 1.055677 -0.031361  1.4847
N 1.057404 2.651994 1.219451  -0.0087
N 1.903370 0.826141 -1.434191  -0.0317
C -2.089605 0.213077 -1.299160  -0.0369
C -1.539734 1.355654 -1.957649  -0.0245
C -1.617606 2.474052 -1.063645  -0.0709
C -1.176419 3.870089 -1.340606  0.0380
H -0.643721 3.927245 -2.294921  -0.0026
H -0.505834 4.225911 -0.545858  -0.0069
H -2.038592 4.551006 -1.382259  0.0004
C -2.291158 2.034277 0.140261  0.1897
C -2.628897 2.880618 1.303636  0.0360
H -3.614722 3.343727 1.187046  -0.0105
H -1.889110 3.678731 1.421125  0.0044
H -2.635629 2.275551 2.213564  -0.0025
C -2.556686 0.615681 -0.006460  0.0572
C -3.237933 -0.249416 0.987837  -0.0284
H -2.832637 -0.055962 1.988495  -0.0148
H -3.080328 -1.307115 0.756196  -0.0064
H -4.318067 -0.057796 1.006846  0.0046
C -1.140926 1.453503 -3.395025  0.0006
H -1.619191 2.322242 -3.877354  0.0004
H -1.435364 0.559317 -3.958031  -0.0018
H -0.055385 1.581182 -3.513460  0.0005
C -2.343340 -1.133021 -1.898534  0.0444
H -1.899450 -1.927385 -1.280968  -0.0207
H -1.903351 -1.222994 -2.897648  0.0017
H -3.424791 -1.342420 -1.982934  0.0011
C 1.462850 3.390701 2.284266  0.0039
H 0.747561 3.923246 2.897279  0.0055
C 2.810184 3.538183 2.640785  0.0055
H 3.079913 3.973829 3.627797  0.0021
C 3.835244 3.166342 1.782620  0.0000
H 4.895620 3.231472 2.013306  0.0012
C 3.426414 2.708662 0.523264  0.0012
H 4.106088 2.437203 -0.267420  0.0012
C 2.041833 2.541347 0.281276  -0.0482
C 1.733863 2.155863 -1.068930  0.0606
H 1.398637 2.874413 -1.847748  0.0065
C 0.943773 -0.176031 -1.258872  -0.0108
C 2.997357 0.387214 -2.145592  -0.0137
H 3.834408 1.029703 -2.309183  0.0061
C 2.714821 -0.856221 -2.557311  0.0184
H 3.274074 -1.522980 -3.186322  0.0014
N 1.440496 -1.186891 -2.047407  0.0479
C 0.765131 -2.395687 -2.456145  -0.0322
C 0.377874 -2.554660 -3.804179  -0.0043
C -0.328786 -3.709441 -4.168613  -0.0022
H -0.684314 -3.817491 -5.192654  0.0003
C -0.596818 -4.721019 -3.242395  0.0041
C -1.366743 -5.954097 -3.638431  0.0009
H -2.338232 -6.001240 -3.123475  0.0000
H -0.813147 -6.865779 -3.369717  0.0000
H -1.553411 -5.963470 -4.717225  -0.0001
C -0.132999 -4.576536 -1.937688  -0.0006
H -0.316919 -5.372752 -1.208323  -0.0035
C 0.571213 -3.439673 -1.531963  0.0261
C 1.120016 -3.324146 -0.145263  -0.0175
H 2.211437 -3.192728 -0.139497  -0.0016
H 0.894463 -4.246486 0.401540  -0.0013
H 0.665177 -2.487314 0.402556  0.0137
C 0.648552 -1.519094 -4.850196  0.0028
H 1.574918 -1.731903 -5.404538  -0.0002
H 0.727294 -0.508333 -4.437292  -0.0019
H -0.171034 -1.520431 -5.583946  0.0002
C -0.901759 2.123462 4.025479  0.0330
N -1.021645 0.767056 3.463030  0.0721
C -1.911445 -0.083450 4.267433  0.0185
C 0.115979 0.170502 2.897871  0.1469
N 0.251715 -0.012641 1.584135  0.0014
N 1.077968 -0.332328 3.689632  0.0329
C 1.272919 0.099491 5.060329  0.0059
C 2.098170 -1.212616 3.136216  -0.0157
H -0.044629 2.225638 4.703176  0.0017
H -1.814907 2.360087 4.582411  -0.0036
H -0.799372 2.845246 3.215709  -0.0077
H -1.920702 -1.102382 3.863811  -0.0030
H -1.618536 -0.113137 5.328687  -0.0070
H -2.932251 0.323457 4.211939  0.0049
H 1.058318 -0.593583 1.393507  0.0367
H 1.983304 -0.591086 5.526720  0.0014
H 1.699457 1.114835 5.115836  -0.0019
H 0.336003 0.059107 5.623586  0.0050
H 1.640538 -2.078312 2.620662  0.0058
H 2.781874 -0.686670 2.437822  0.0025
H 2.692451 -1.596019 3.973253  0.0024

Force components x, y, z for each atom (eV/Å):
V 2.201 -1.902 -1.127
N 1.021 2.508 -0.393
N 0.512 -1.841 -0.367
C -0.869 0.366 0.616
C -0.458 0.338 0.407
C -0.699 0.102 0.292
C -0.191 0.239 0.074
H -0.016 0.065 0.141
H -0.064 0.023 -0.240
H 0.075 0.115 -0.101
C -0.775 -0.575 -0.549
C -0.264 0.119 0.152
H -0.129 0.194 0.135
H -0.064 0.032 0.079
H -0.102 0.130 -0.047
C -0.236 0.925 -0.834
C -0.032 -0.100 0.277
H -0.198 -0.094 -0.252
H -0.007 0.045 0.050
H -0.056 -0.068 0.059
C 0.377 0.060 -0.127
H 0.086 -0.235 0.103
H 0.050 0.142 0.096
H -0.058 -0.018 -0.068
C 0.068 -0.330 0.122
H -0.126 0.100 -0.179
H -0.068 -0.007 0.152
H 0.238 0.073 -0.043
C 0.844 -0.665 0.173
H -0.274 -0.507 0.103
C 0.309 0.768 0.976
H -0.435 -0.122 -0.799
C -0.307 -0.761 -0.990
H -0.176 0.171 0.263
C -0.595 0.255 1.918
H 0.088 0.200 -0.060
C 1.137 -0.775 -0.449
C -1.998 1.162 -0.528
H -0.033 -0.718 0.882
C 1.050 1.181 -0.853
C -0.593 -0.483 -0.091
H 0.237 0.121 -0.122
C -0.120 -0.561 -0.306
H -0.044 -0.187 -0.064
N 0.512 -0.337 -0.131
C 0.169 -0.200 -0.176
C -0.239 -0.181 0.675
C 0.222 -0.152 0.564
H 0.095 0.044 0.133
C 0.030 0.267 -0.188
C -0.113 -0.144 0.034
H 0.238 0.040 -0.139
H -0.137 0.209 -0.108
H 0.012 -0.060 0.169
C 0.226 0.202 0.149
H 0.083 0.240 -0.223
C -0.157 0.322 -0.500
C -0.091 -0.191 0.528
H -0.248 0.101 -0.098
H 0.066 0.125 0.011
H 0.076 -0.086 -0.228
C -0.116 0.395 -0.409
H -0.156 0.041 0.198
H 0.017 -0.237 -0.013
H 0.219 0.027 0.160
C 0.072 -0.322 -0.307
N -0.472 0.389 0.622
C 0.328 0.155 -0.339
C -0.425 0.005 -2.865
N -1.211 0.948 1.555
N 1.860 -1.789 2.425
C 0.119 -0.145 -0.295
C -0.085 0.229 0.257
H -0.127 0.095 0.010
H 0.063 -0.052 -0.107
H -0.084 -0.186 0.200
H 0.027 0.220 0.080
H -0.094 -0.123 -0.011
H 0.188 -0.140 0.017
H -0.005 0.377 -0.275
H -0.194 0.194 0.066
H -0.086 -0.083 0.116
H 0.190 0.156 0.009
H 0.176 0.346 0.098
H -0.202 -0.217 0.133
H -0.057 0.034 -0.280



[2]
# C33H46NP3Sr

A molecular structure, C33H46NP3Sr in a non-equilibrium geometry (ωB97M-V/def2-TZVPD, OMol25).

Calculated values
**HOMO level (spin up / spin down)**: -3.662 / -4.115 eV
**Spin multiplicity**: 1

Each line ends with the Mulliken charge.
Cartesian coordinates (Å):
P 2.203169 1.275410 -0.044047  1.2716
P -0.958348 1.598256 -3.503354  0.0479
C 1.682640 1.294082 -1.837072  2.0035
C 0.413169 2.090987 -2.252779  -0.7549
H 1.660906 0.319538 -2.355213  -1.9181
H 2.520837 1.844630 -2.272264  0.1340
H -0.141900 2.333311 -1.338485  -0.1940
H 0.781254 3.051137 -2.683356  0.6405
C -1.202660 -0.189854 -3.688063  0.4896
H -1.930315 -0.544934 -2.939013  -0.5900
H -0.305435 -0.812198 -3.611560  -0.2336
H -1.643740 -0.401349 -4.674518  0.5307
C -0.106232 1.964635 -5.107112  -1.0563
H 0.070514 1.057336 -5.723841  0.2713
H 0.849867 2.507665 -4.944960  0.2768
H -0.790656 2.637178 -5.673287  0.4116
C 3.632296 0.244004 0.462522  -1.4774
H 3.843901 0.447160 1.529737  0.4971
H 4.516631 0.519701 -0.110279  0.2370
H 3.495262 -0.867891 0.436309  0.4769
C 2.744875 2.977825 0.184429  -1.4897
H 2.144742 3.653794 -0.463527  0.3503
H 3.814824 3.064913 -0.112049  0.4359
H 2.651640 3.310062 1.245931  0.3995
Sr 2.114906 -1.702982 -1.328448  1.1096
C 2.381250 -1.116417 -3.873947  0.6599
C 2.489217 -2.457487 -3.615189  -1.1526
C 3.766677 -3.225979 -3.706254  -0.6859
C 5.017181 -2.454243 -3.224925  -0.9760
C 4.704924 -1.491322 -2.103806  -1.5568
C 4.702954 -0.141372 -2.336635  0.3017
C 4.356031 0.551702 -3.599025  -0.8465
C 3.475375 -0.306186 -4.556104  -1.7137
C 0.990537 0.559128 0.984566  -1.0198
H 1.400696 -0.650997 -4.096255  0.0611
H 1.577208 -3.038330 -3.367602  0.6892
H 3.924079 -3.540829 -4.754483  0.3463
H 3.681570 -4.154018 -3.132029  0.2723
H 5.766739 -3.184916 -2.869263  0.4293
H 5.499064 -1.952848 -4.075068  0.2824
H 4.926629 -1.888450 -1.094628  0.5556
H 5.306296 0.517014 -1.692145  0.8396
H 5.267948 0.894820 -4.133592  0.4253
H 3.851734 1.504893 -3.355641  0.2425
H 3.002667 0.415504 -5.253609  0.4694
H 4.135452 -0.930626 -5.168813  0.4427
H -0.096196 -0.196055 0.137438  -0.3089
H 0.402809 1.295063 1.534218  0.5318
H 1.255395 -0.302168 1.624666  0.2642
N -0.818856 -0.880348 -0.215152  -0.1258
P -1.996847 -0.768956 0.849733  0.9823
C -1.677779 -1.749463 2.326400  0.2045
C -1.635191 -1.205728 3.613238  -0.0804
C -1.579380 -2.052898 4.734483  -0.6893
C -1.472499 -3.434536 4.563973  -0.4778
C -1.350863 -3.967485 3.284808  -0.6390
C -1.435267 -3.133172 2.156191  -0.6714
C -2.328637 0.944506 1.379526  1.0335
C -1.675034 1.968161 0.679642  -1.2971
C -1.568810 3.262164 1.224851  -0.3392
C -2.477417 3.639478 2.228115  -0.7630
C -3.369975 2.680127 2.736526  -0.7995
C -3.244905 1.330086 2.374153  -0.2185
C -3.748795 -1.184487 0.546255  0.6142
C -4.626545 -1.403175 1.637066  -1.0263
C -6.025369 -1.282786 1.501719  -0.6798
C -6.584672 -1.036967 0.249154  -0.5325
C -5.739522 -0.920267 -0.864647  -0.4991
C -4.334138 -0.992246 -0.714933  -0.1461
H -1.659202 -0.125315 3.762891  0.4514
H -1.616832 -1.616175 5.728443  0.4094
H -1.476061 -4.083829 5.430480  0.3922
H -1.198790 -5.040018 3.139615  0.3924
H -1.324447 -3.547443 1.151362  0.4283
H -1.155546 1.673316 -0.241711  0.1872
H -0.802659 3.951658 0.855850  0.4307
H -2.503339 4.659775 2.569126  0.4127
H -4.148614 2.977732 3.438646  0.4088
H -3.891928 0.587306 2.846971  0.4043
H -4.227435 -1.615809 2.624897  0.4563
H -6.661650 -1.365330 2.383122  0.4096
H -7.658306 -0.931582 0.135219  0.3766
H -6.157597 -0.754128 -1.864141  0.3977
H -3.668841 -0.865595 -1.575372  0.1699

Force components x, y, z for each atom (eV/Å):
P -1.373 -1.618 1.343
P 0.427 0.851 0.192
C 0.550 0.330 -0.102
C -0.104 0.193 0.629
H 0.370 0.255 0.156
H 0.019 -0.428 -0.221
H 0.125 0.261 -0.490
H -0.550 -0.459 0.294
C -0.259 -1.086 0.508
H 0.439 0.140 -0.194
H -0.213 0.128 0.056
H 0.123 0.364 0.188
C 0.073 0.362 -0.582
H 0.038 0.550 0.446
H -0.552 -0.398 -0.199
H 0.589 -0.440 0.221
C 0.860 0.129 -0.046
H -0.502 0.141 -0.450
H -0.113 -0.337 0.187
H 0.185 0.853 0.003
C 0.374 1.084 0.319
H 0.352 -0.398 0.437
H -0.686 -0.038 0.080
H 0.024 -0.373 -0.797
Sr -0.743 0.520 0.683
C -0.889 2.019 -1.277
C -0.312 -1.740 0.098
C 0.276 -0.487 -0.722
C -0.269 -0.720 0.056
C 1.041 -1.291 0.300
C 0.168 1.273 0.758
C 0.107 -0.219 -0.866
C 0.158 0.948 0.088
C 1.329 1.526 0.577
H 0.489 -0.714 0.056
H 0.225 0.085 -0.556
H 0.152 -0.160 0.073
H -0.046 -0.011 0.010
H -0.217 0.093 -0.089
H -0.162 0.052 0.340
H 0.428 0.451 -0.394
H -0.369 -0.070 0.173
H -0.220 -0.228 0.022
H 0.075 -0.242 -0.255
H 0.149 -0.442 0.160
H -0.250 0.020 0.090
H 0.159 0.116 0.006
H -0.081 -0.332 -0.204
H 0.478 0.663 -0.310
N -2.503 -1.117 -0.514
P 0.600 0.003 -0.749
C 0.555 -0.498 0.686
C -0.168 -0.475 0.424
C 0.158 0.083 -0.548
C -0.077 0.465 -0.013
C 0.025 0.205 -0.790
C -0.268 0.218 0.698
C -0.502 1.050 -0.013
C 0.722 -0.102 0.421
C -0.868 -0.371 -0.185
C 0.244 -0.996 -0.432
C 0.279 -0.125 -0.156
C 0.114 0.414 0.067
C -1.182 -0.469 -0.357
C -0.315 0.205 -0.320
C 0.816 -0.139 -0.189
C 0.679 0.066 -0.316
C 0.582 -0.123 0.110
C -0.395 0.138 0.096
H -0.173 -0.325 -0.074
H 0.045 -0.117 -0.105
H 0.085 -0.009 -0.033
H -0.058 0.348 0.103
H -0.179 0.125 0.286
H -0.181 0.173 0.887
H -0.561 -0.077 -0.120
H -0.001 0.154 0.190
H 0.264 -0.088 -0.086
H 0.287 0.342 -0.091
H 0.016 0.025 -0.123
H 0.190 -0.099 -0.226
H 0.107 -0.029 -0.007
H 0.157 -0.070 0.452
H -0.365 0.038 0.234